a | Here is one molecule with the formula C5H9NO2 from the Open Molecules 2025 dataset. Energies are from the ωB97M-V functional and the def2-TZVPD basis.

Computed properties:
**LUMO energy**: 0.9 eV
**HOMO energy**: -8.219 eV
**Charge**: 0
**Kohn-Sham gap**: 9.1 eV

Structure (XYZ):
```
17
Properties=species:S:1:pos:R:3:lowdin_charge:R:1
N 1.426 1.552 -0.234 0.104
C 0.314 0.638 -0.004 -0.446
C -1.081 1.195 0.321 -0.031
C -2.003 -0.180 0.412 -0.205
O -1.442 -0.896 -0.612 -0.099
C -0.076 -0.626 -0.662 -0.188
C 0.714 -0.556 0.589 -0.251
O 1.977 -1.107 0.256 0.021
H 2.409 1.380 -0.024 0.088
H 1.263 2.030 -1.121 0.082
H -1.209 1.986 1.153 0.124
H -1.618 1.662 -0.755 0.182
H -3.041 -0.140 -0.041 0.136
H -1.946 -0.693 1.444 0.133
H 0.427 -1.014 -1.504 0.158
H 0.389 -0.922 1.498 0.136
H 1.857 -1.944 -0.090 0.056
```

=====

b | Here is C5H9NO2 as an isolated structure from the Open Molecules 2025 dataset. Energies are from the ωB97M-V functional and the def2-TZVPD basis.

Computed properties:
**LUMO energy**: 0.7 eV
**HOMO energy**: -9.003 eV
**Charge**: 0
**Kohn-Sham gap**: 9.7 eV

Structure (XYZ):
```
17
Properties=species:S:1:pos:R:3:lowdin_charge:R:1
C -1.729 2.030 -0.470 -0.137
C -0.980 0.811 0.021 -0.348
C 0.191 -1.124 -0.175 -0.461
C -0.144 -2.401 -0.267 0.070
C 1.612 -1.322 0.289 -0.106
H -3.028 2.007 -0.856 0.159
H -1.299 2.940 0.486 0.167
H -0.978 2.229 -1.426 0.108
H -1.611 -0.102 0.563 0.157
H -0.232 1.093 0.955 0.149
H 0.404 -3.102 0.450 0.082
H -1.118 -2.886 -0.821 0.137
H 1.941 -2.253 0.839 0.121
H 2.558 1.707 0.547 0.038
N 2.644 -0.449 0.471 0.067
O -0.333 -0.149 -0.810 -0.069
O 2.102 0.972 0.202 -0.134
```

=====

Stability ranking, top entry: a; the second entry is 0.1779 hartree less favorable.